This record from the Open Molecules 2025 dataset describes a molecular structure, CHF2NO2 in a non-equilibrium geometry. The level of theory is wB97M-V/def2-TZVPD.

Calculated values
HOMO-LUMO gap in eV: 11.12
Energy relative to the best compared isomer or geometry (same formula, charge and spin) in eV: 1.481
LUMO level in eV: -0.73

ORCA input file:
```
! wB97M-V def2-TZVPD RIJCOSX def2/J DEFGRID3
* xyz 0 1
C -0.087 0.767 0.623
N 1.301 0.428 1.088
O 1.317 -0.599 1.764
O 2.292 1.076 0.871
F 0.046 1.709 -0.358
F -0.828 1.228 1.584
H -0.651 -0.461 0.319
*
```

=====

This record from the Open Molecules 2025 dataset describes 2 unconnected molecules or ions with the total composition C4H11NO2 in a non-equilibrium geometry. The level of theory is wB97M-V/def2-TZVPD.

Calculated values
HOMO-LUMO gap in eV: 9.62
SMILES string: CC(=O)N(C)C.O
Energy relative to the best compared isomer or geometry (same formula, charge and spin) in eV: 0.975
LUMO level in eV: 0.52

ORCA input file:
```
! wB97M-V def2-TZVPD RIJCOSX def2/J DEFGRID3
* xyz 0 1
C 1.250 0.179 1.920
C 0.155 1.118 1.344
O 0.137 2.268 1.766
N -0.739 0.720 0.375
C -0.678 -0.632 -0.146
C -1.717 1.637 -0.231
H 1.919 0.645 2.663
H 1.868 -0.299 1.142
H 0.654 -0.600 2.423
H 0.294 -1.126 0.024
H -0.839 -0.538 -1.233
H -1.475 -1.269 0.274
H -2.536 1.115 -0.755
H -1.177 2.265 -0.959
H -2.155 2.291 0.542
O 1.782 -2.211 -3.126
H 2.008 -3.013 -3.651
H 1.248 -2.551 -2.373
*
```

=====

| no. | molar mass (Da) |
| --- | --- |
| 1 | 97.02 |
| 2 | 105.14 |